ORCA calculation (ωB97M-V/def2-TZVPD) on 2 unconnected molecules or ions with the total composition C5H11O5P at a distorted geometry.

Structure (XYZ):
```
22
Properties=species:S:1:pos:R:3:forces:R:3
C -2.6424 0.9368 1.8754 1.44 5.06 -0.99
C 1.6939 -0.4614 -2.8136 -0.70 -3.11 -2.22
C 0.4923 -1.9753 1.0595 -1.03 -0.47 -0.68
C -0.3760 1.9265 -0.5890 -2.58 -2.02 0.19
C -2.5955 0.2538 2.9440 0.28 -4.79 3.58
O -2.9046 1.4122 0.8445 -1.15 0.47 -3.37
O 2.6581 0.8714 -0.4396 -0.01 0.27 -0.08
O 0.9620 -0.6214 -1.5968 -0.04 -0.10 -0.90
O 1.4981 -1.0072 0.8515 0.47 0.87 -1.21
O 0.1191 0.8677 0.2373 1.25 -0.05 0.83
P 1.4213 0.1176 -0.2885 0.07 -0.50 2.07
H 1.6654 0.5156 -3.2466 -0.02 0.63 0.14
H 1.2746 -1.2263 -3.5837 -0.34 1.57 1.25
H 2.6770 -0.9163 -2.8558 0.66 0.69 1.14
H 1.0605 -2.9234 1.1808 -0.99 0.46 0.18
H -0.3063 -2.0506 0.2508 1.43 0.01 0.42
H -0.1101 -1.6461 1.9058 0.34 -0.46 0.51
H -0.8326 2.7329 0.0233 0.44 -0.69 -0.49
H -1.1345 1.2719 -1.1154 0.20 2.01 -0.23
H 0.3882 2.2361 -1.2355 0.93 0.93 -0.96
H -2.9585 -0.7676 2.6889 -0.09 -0.64 1.56
H -2.0498 0.4529 3.9026 -0.56 -0.12 -0.73
```
Positions in Å, forces in eV/Å.

The HOMO-LUMO gap (alpha / beta) is 6.6 / 8.1 eV. The calculation puts the total energy at -24886.0852 eV. As for the spin multiplicity: 3. As for the net charge: 0. For the HOMO energy (alpha / beta), the calculation gives -5.82 / -10.68 eV. As for the energy above the lowest of the compared OMol25 structures with the same formula, charge and spin: 0.000 eV.


ORCA calculation (ωB97M-V/def2-TZVPD) on 2 unconnected molecules or ions with the total composition C5H11O6 at a distorted geometry.

Structure (XYZ):
```
22
Properties=species:S:1:pos:R:3:forces:R:3
C -1.1414 5.2392 1.0610 -0.03 0.41 -0.19
C -0.6494 4.7935 2.4011 -0.71 0.36 -0.84
C -1.2491 3.4701 2.7440 1.84 0.84 -1.62
O -2.6365 3.4367 2.6619 0.28 -0.90 0.88
C -3.0371 2.1199 2.7734 0.45 -0.67 0.15
O -2.2687 1.1872 2.6654 -1.39 0.92 0.10
C -4.4897 2.0778 3.1094 -0.36 0.04 -0.26
O -0.8312 3.2158 4.0431 0.21 -0.74 1.53
O 0.5938 3.4631 3.9523 -0.06 -0.58 0.69
H -0.6867 6.1835 0.7920 0.07 0.22 -0.25
H -0.8636 4.4928 0.3287 -0.07 -0.10 -0.45
H -2.2205 5.3671 1.0671 -0.10 -0.01 -0.16
H 0.4218 4.6150 2.3981 -0.20 0.57 -0.21
H -0.9228 5.4893 3.1822 0.12 0.33 0.26
H -0.8327 2.7223 2.0622 -0.06 -0.13 0.13
H -4.9339 3.0643 2.9569 0.01 -0.23 0.05
H -4.9886 1.3360 2.4965 -0.08 -0.11 -0.11
H -4.6269 1.7781 4.1476 0.16 0.04 0.05
H 0.9037 3.0198 4.7479 -0.10 -0.29 0.32
O 1.4045 1.9957 7.4132 -1.73 -0.13 -0.64
O 0.0811 1.7514 7.1584 1.93 -0.28 1.32
H -0.1392 1.1731 7.9317 -0.21 0.43 -0.75
```
Positions in Å, forces in eV/Å.

The HOMO-LUMO gap (alpha / beta) is 10.2 / 8.3 eV. The calculation puts the total energy at -17641.2018 eV. As for the spin multiplicity: 2. As for the net charge: 0. For the HOMO energy (alpha / beta), the calculation gives -9.65 / -9.65 eV. As for the energy above the lowest of the compared OMol25 structures with the same formula, charge and spin: 0.383 eV.


ORCA calculation (ωB97M-V/def2-TZVPD) on 2 unconnected molecules or ions with the total composition C5H11P at a distorted geometry.

Structure (XYZ):
```
17
Properties=species:S:1:pos:R:3:forces:R:3
C 0.4607 -0.7692 0.1294 3.75 1.51 1.67
C 0.6849 -2.0568 0.1187 0.78 -1.64 -1.33
C 2.3771 0.3938 0.4555 -4.13 -0.95 1.52
C -2.3832 -0.4901 0.0522 0.26 0.22 3.35
C -0.7474 1.6955 0.0219 0.36 1.03 -0.33
P -0.7769 0.1268 0.9724 -2.63 0.97 -1.88
H 1.6710 -2.5396 0.1994 -0.24 0.52 -0.30
H -0.0716 -2.7691 -0.2157 -0.37 0.08 0.66
H 2.8041 -0.1990 1.3089 -0.41 1.02 -0.99
H 1.9519 1.4342 0.6150 0.99 -1.51 0.12
H 2.7632 0.2421 -0.5070 0.72 -0.24 -1.06
H -2.2946 -1.5205 0.4588 -1.25 0.28 -0.91
H -3.3314 0.1130 0.3200 1.60 -1.28 0.05
H -2.2043 -0.3618 -0.9675 0.29 -0.29 -1.68
H -1.7521 2.1753 0.0974 0.85 -0.22 -0.02
H -0.0450 2.2160 0.6623 0.06 1.10 -0.30
H -0.3608 1.7650 -1.0503 -0.63 -0.59 1.43
```
Positions in Å, forces in eV/Å.

The HOMO-LUMO gap is 9.1 eV. The calculation puts the total energy at -14647.5493 eV. As for the net charge: 0. For the HOMO energy, the calculation gives -8.25 eV. As for the energy above the lowest of the compared OMol25 structures with the same formula, charge and spin: 3.773 eV.


ORCA calculation (ωB97M-V/def2-TZVPD) on a single C5H12 molecule.

Structure (XYZ):
```
17
Properties=species:S:1:pos:R:3:forces:R:3
C 0.3617 1.3910 -1.4899 0.11 -0.18 -0.35
C 0.3206 -0.0578 -1.0077 0.08 0.23 0.10
C 0.1854 -0.1890 0.5108 0.12 0.32 -0.13
C 0.3721 -1.6322 0.9414 0.21 -0.09 0.12
C -1.1198 0.3846 1.0508 0.05 -0.19 0.28
H -0.5804 1.9184 -1.3518 -0.05 -0.01 0.07
H 1.1510 1.9423 -0.9777 -0.03 0.06 0.11
H 0.6038 1.4230 -2.5562 -0.09 0.04 0.06
H -0.4719 -0.6128 -1.5160 -0.09 -0.01 0.02
H 1.2639 -0.5297 -1.2922 0.00 -0.09 -0.06
H 1.0059 0.4216 0.9177 -0.06 -0.18 0.14
H 0.4129 -1.7375 2.0267 -0.04 0.08 0.03
H 1.3106 -2.0295 0.5440 -0.13 -0.08 -0.02
H -0.4551 -2.2494 0.5883 0.00 -0.07 -0.10
H -1.2070 1.4502 0.8519 -0.06 0.07 0.00
H -1.1666 0.2300 2.1360 -0.02 0.13 -0.15
H -1.9871 -0.1232 0.6239 -0.01 -0.01 -0.11
```
Positions in Å, forces in eV/Å.

As for the SMILES: CCC(C)C. The HOMO-LUMO gap is 12.3 eV. The calculation puts the total energy at -5379.8455 eV. As for the net charge: 0. For the HOMO energy, the calculation gives -11.02 eV. As for the energy above the lowest of the compared OMol25 structures with the same formula, charge and spin: 0.094 eV.


ORCA calculation (ωB97M-V/def2-TZVPD) on a molecular structure, C5H12AuO3 at a distorted geometry.

Structure (XYZ):
```
21
Properties=species:S:1:pos:R:3:forces:R:3
C -2.9406 -1.0968 -0.8969 -0.07 -0.59 -0.15
O -2.8032 0.2367 -0.4501 0.98 -0.58 0.82
H -1.9802 -1.4963 -1.2584 -0.19 0.04 0.00
H -3.3139 -1.7504 -0.0913 0.03 0.16 -0.20
H -3.6559 -1.0932 -1.7249 0.18 -0.01 0.22
H -2.2076 1.4956 0.7559 1.03 -1.07 1.34
C -1.9834 0.3864 0.7110 -2.91 1.82 -1.96
O -0.6237 0.1312 0.4649 0.01 0.49 0.45
C 0.0915 0.9980 -0.4162 0.19 0.36 -0.90
C 1.5330 0.9983 0.0184 -0.24 0.90 0.22
O 1.9447 -0.3529 0.1463 0.12 0.07 -0.62
C 3.3286 -0.5117 0.4131 1.10 -0.28 0.42
H -2.3260 -0.2583 1.5388 0.37 0.38 -0.23
H -0.3109 2.0175 -0.3673 -0.04 -0.27 0.08
H -0.0101 0.6262 -1.4446 -0.04 0.08 0.24
H 1.6489 1.5131 0.9863 0.03 -0.18 -0.23
H 2.1478 1.5128 -0.7359 -0.12 -0.22 0.18
H 3.4899 -1.5588 0.6952 -0.01 0.30 -0.14
H 3.9141 -0.2721 -0.4863 -0.27 -0.09 0.21
H 3.6411 0.1410 1.2420 -0.15 -0.19 -0.21
Au 0.4161 -1.6663 0.9002 0.01 -1.12 0.44
```
Positions in Å, forces in eV/Å.

The HOMO-LUMO gap (alpha / beta) is 9.7 / 7.1 eV. The calculation puts the total energy at -15202.2974 eV. As for the spin multiplicity: 3. As for the net charge: +1. For the HOMO energy (alpha / beta), the calculation gives -12.45 / -14.35 eV.


ORCA calculation (ωB97M-V/def2-TZVPD) on a molecular structure, C5H12AuO3 at a distorted geometry.

Structure (XYZ):
```
21
Properties=species:S:1:pos:R:3:forces:R:3
C -2.9334 -0.6039 -0.2994 1.71 -0.25 0.13
H -2.8181 0.0864 -1.1452 -0.22 -0.14 0.19
H -2.5276 -1.5838 -0.5694 -0.04 0.21 0.04
H -2.4177 -0.2160 0.5901 -0.14 -0.14 -0.26
O -4.3192 -0.7813 -0.0171 -0.14 1.03 -1.43
C -4.9399 0.3288 0.5963 -2.03 0.60 0.62
H -4.5365 0.4532 1.6132 -0.18 0.08 -0.28
H -4.7849 1.2366 -0.0029 0.14 -0.23 0.13
O -6.2729 -2.6615 -1.0104 -3.08 -0.04 -4.25
C -6.3589 -1.8385 -1.9134 0.41 -0.07 -1.30
C -6.4754 0.0148 0.6471 0.94 1.82 0.07
O -6.6313 -1.2590 1.2614 -1.01 2.39 1.40
C -7.9821 -1.5936 1.5580 -1.60 -1.05 0.16
Au -5.2631 -2.5202 0.5844 4.48 -3.67 4.15
H -7.1273 -1.9536 -2.6971 0.04 -0.15 0.35
H -5.6129 -1.0325 -2.0381 -0.33 -0.13 0.25
H -7.0514 0.0598 -0.2890 0.51 -0.11 -0.09
H -6.9340 0.7933 1.2747 0.07 -0.35 0.11
H -7.9684 -2.4481 2.2427 0.01 0.23 -0.14
H -8.4790 -0.7412 2.0399 0.33 -0.14 -0.08
H -8.5170 -1.8599 0.6345 0.11 0.12 0.25
```
Positions in Å, forces in eV/Å.

The HOMO-LUMO gap (alpha / beta) is 6.8 / 7.8 eV. The calculation puts the total energy at -15187.0911 eV. As for the spin multiplicity: 4. As for the net charge: +2. For the HOMO energy (alpha / beta), the calculation gives -16.32 / -20.12 eV. As for the energy above the lowest of the compared OMol25 structures with the same formula, charge and spin: 0.318 eV.


- Which value of total energy does entry 5 give?
  -15202.2974 eV


- total energy of number 1 (C5H11O5P)?
  -24886.0852 eV


- Look up the total energy of the fifth one.
  -15202.2974 eV